No. 1
This record from OMol25 describes an isolated molecule of C4H9NO2 in a non-equilibrium geometry. The level of theory is wB97M-V/def2-TZVPD.

```
16
Properties=species:S:1:pos:R:3
C -1.06997 -0.10837 -1.75569
N -1.21023 -1.16339 -0.80110
C -0.38702 -1.59099 0.04309
O 0.78192 -1.13201 0.58942
C 1.31914 0.16481 0.24543
C 0.77515 1.26383 1.14941
O -0.61204 1.46515 0.99579
H -1.94702 -0.18530 -2.40024
H -1.00395 0.88758 -1.30997
H -0.18290 -0.31179 -2.37044
H -0.65590 -2.61458 0.26912
H 2.40513 0.09086 0.37926
H 1.12328 0.39882 -0.80124
H 1.03318 1.03468 2.19350
H 1.25375 2.21814 0.89073
H -1.06211 0.66954 1.30868
```

Its spin multiplicity is 1. Its charge is 0. As for the SMILES: C/N=C\OCCO. For the LUMO energy, the calculation gives 0.0314 hartree. The gap between HOMO and LUMO is 10.11 eV. For the strongest force on any atom, the calculation gives 1.58 eV/Å. The electronic energy is -9877.412 eV. The HOMO energy comes out at -9.26 eV. The relative energy (zero: lowest compared OMol25 entry of this formula, charge and spin) is 61.08 kcal/mol.

No. 2
This record from OMol25 describes a structure of composition C35H21Cl68NO4 in a non-equilibrium geometry. The level of theory is wB97M-V/def2-TZVPD.

```
129
Properties=species:S:1:pos:R:3
C 3.69039 0.35035 0.00501
C 3.05877 0.17250 -1.49963
C 2.03811 -1.11949 -1.65397
C 0.51013 -0.51373 -1.42878
N 0.43534 0.30755 -0.12443
C -1.05924 0.45425 0.11672
C -1.89368 1.44988 -0.66903
O -1.21227 2.26851 -1.68344
C -1.45781 3.70751 -1.50407
C 0.03769 4.44117 -1.65621
C -3.53384 1.51548 -0.34738
O -4.22635 2.66112 -0.23718
C -4.23695 0.01526 -0.11815
C -5.70719 -0.26143 -0.78723
C -6.72732 -1.49737 -0.44218
C -8.18301 -1.67063 -1.23930
C -8.69675 -0.59928 -2.36913
C -7.71622 0.68273 -2.70158
C -6.24804 0.82350 -1.93980
C -3.41684 -0.96078 0.65872
O -3.89761 -2.33085 0.89434
C -1.91353 -0.47830 1.21158
O -1.44672 -0.78970 2.42450
H 4.86356 0.28204 0.03588
H 3.18849 -0.47703 0.70292
H 3.30164 1.38695 0.44275
H 3.95547 0.01367 -2.24687
H 2.48479 1.14712 -1.86820
H 2.14874 -1.62823 -2.70358
H 2.23737 -1.86995 -0.75379
H -0.26210 -1.41857 -1.34927
H 0.19968 0.13127 -2.35459
H 0.85128 -0.33738 0.59978
H -2.15268 4.11799 -2.38358
H -1.88470 3.93705 -0.43646
H -0.14160 5.49417 -2.14107
H 0.70796 3.71908 -2.30462
H 0.44377 4.50829 -0.53560
H -6.45365 -2.28805 0.37555
H -8.87083 -2.59249 -0.98661
H -9.71392 -0.65215 -2.96541
H -8.03557 1.52464 -3.48529
H -5.60015 1.76438 -2.26834
H -4.41473 -2.41677 1.74812
C 2.98606 -5.06111 0.70838
Cl 4.12365 -5.39369 2.03874
Cl 3.88054 -4.97416 -0.83013
Cl 1.77754 -6.36730 0.61981
Cl 2.16259 -3.50923 1.00510
C 8.08606 -4.03253 3.07165
Cl 9.19634 -2.85419 3.81555
Cl 9.00973 -5.14064 2.02590
Cl 7.26736 -4.96591 4.34955
Cl 6.87090 -3.16936 2.09556
C -6.01392 -5.88252 0.74385
Cl -7.17898 -4.63423 1.25273
Cl -6.55252 -7.47432 1.33609
Cl -5.91509 -5.91290 -1.03486
Cl -4.40910 -5.50865 1.42152
C -5.11394 6.11747 0.10319
Cl -3.97635 5.78488 1.43355
Cl -4.21946 6.20441 -1.43532
Cl -6.32246 4.81127 0.01462
Cl -5.93741 7.66934 0.39991
C -5.41392 -5.31536 5.55475
Cl -6.02195 -5.01789 3.90661
Cl -6.37407 -4.37107 6.72142
Cl -5.55490 -7.05014 5.93573
Cl -3.70477 -4.82223 5.65524
C 1.78606 6.61945 1.77214
Cl 2.00689 5.28948 2.93703
Cl 2.68825 6.25707 0.27902
Cl 0.05421 6.79459 1.39198
Cl 2.39498 8.13664 2.48053
C 13.18609 -3.91703 1.65052
Cl 13.73719 -5.52621 2.18100
Cl 11.60352 -3.55879 2.38660
Cl 14.36990 -2.68637 2.15901
Cl 13.03368 -3.89682 -0.12454
C 8.68606 0.92472 2.91507
Cl 10.34691 0.29646 3.06154
Cl 8.73950 2.68012 2.61441
Cl 7.86209 0.11464 1.55885
Cl 7.79582 0.60772 4.42551
C 17.68608 -1.63957 4.02221
Cl 16.32050 -1.20993 5.08296
Cl 19.21941 -1.23770 4.83587
Cl 17.63946 -3.38589 3.67191
Cl 17.56493 -0.72468 2.49815
C -9.31392 2.09864 -6.66990
Cl -10.98708 2.67539 -6.46381
Cl -8.29604 3.43170 -7.27117
Cl -8.68421 1.53071 -5.10292
Cl -9.28838 0.75680 -7.84177
C 17.31293 3.01166 3.61649
Cl 16.14786 4.25996 4.12537
Cl 16.77432 1.41987 4.20873
Cl 17.41175 2.98129 1.83778
Cl 18.91774 3.38554 4.29416
C -5.78709 9.52984 4.43470
Cl -4.67682 10.70819 5.17859
Cl -4.86342 8.42173 3.38894
Cl -6.60580 8.59646 5.71260
Cl -7.00226 10.39302 3.45861
C -6.08707 6.73754 -9.13168
Cl -7.25214 7.98583 -8.62279
Cl -6.62568 5.14574 -8.53944
Cl -5.98825 6.70716 -10.91039
Cl -4.48226 7.11142 -8.45400
C 6.21290 -8.54319 0.94448
Cl 7.20899 -7.16882 1.48623
Cl 6.54112 -9.95788 1.97676
Cl 4.48871 -8.10969 1.06159
Cl 6.61289 -8.93640 -0.74663
C -10.28707 -3.18795 -7.06604
Cl -9.96004 -2.16264 -5.64604
Cl -10.30899 -2.17916 -8.53455
Cl -9.01160 -4.42329 -7.21303
Cl -11.86769 -3.98662 -6.87052
C -9.66771 -1.94082 6.91721
Cl -8.53011 -2.27340 8.24758
Cl -8.77322 -1.85388 5.37871
Cl -10.87622 -3.24701 6.82865
Cl -10.49117 -0.38895 7.21393
C -1.26768 -0.11422 -5.59327
Cl -0.94065 0.91109 -4.17327
Cl -1.28960 0.89457 -7.06178
Cl 0.00779 -1.34956 -5.74026
Cl -2.84830 -0.91288 -5.39775
```

Its spin multiplicity is 1. Its charge is 0. For the LUMO energy, the calculation gives -0.0598 hartree. The gap between HOMO and LUMO is 6.92 eV. For the strongest force on any atom, the calculation gives 8.61 eV/Å. The electronic energy is -897814.785 eV. The HOMO energy comes out at -8.54 eV.

No. 3
This record from OMol25 describes a structure of composition C14H19BrNO6Y. The level of theory is wB97M-V/def2-TZVPD.

```
42
Properties=species:S:1:pos:R:3
Y -0.52177 -0.90584 0.51340
C 0.36272 -3.84385 -0.23678
C 1.59340 -3.30945 0.49012
O 1.19606 -2.22526 1.36472
C 2.29867 -1.50645 1.97322
C 1.81635 -0.10270 2.32005
O 1.11270 0.51376 1.21637
C 1.83679 1.18874 0.15488
C 1.98517 0.29031 -1.07340
O 0.73558 -0.40229 -1.30284
C 0.78154 -1.39390 -2.36124
C -0.37067 -2.36836 -2.14798
O -0.46633 -2.77833 -0.76174
H -0.28234 -4.40603 0.43791
H 0.67703 -4.50632 -1.04414
H 2.33708 -2.92536 -0.21429
H 2.04958 -4.11118 1.07369
H 3.13162 -1.47835 1.26673
H 2.62256 -2.02565 2.87656
H 2.65129 0.52325 2.63660
H 1.09097 -0.12392 3.13754
H 2.82575 1.48348 0.50721
H 1.26200 2.08809 -0.06829
H 2.76986 -0.45888 -0.93253
H 2.23356 0.89970 -1.94395
H 1.74825 -1.90199 -2.31927
H 0.68509 -0.89930 -3.32881
H -0.24672 -3.23986 -2.79137
H -1.33517 -1.90620 -2.36817
Br -0.13308 5.04573 1.13248
C -1.77084 4.26488 0.60828
C -2.86937 5.05177 0.26532
N -4.01006 4.51061 -0.12279
C -4.14204 3.19817 -0.20123
C -3.09442 2.33808 0.12864
C -1.89459 2.89263 0.55058
C -3.26767 0.85873 -0.00563
O -4.28049 0.30981 -0.32299
O -2.14149 0.16418 0.27799
H -2.81718 6.13343 0.29818
H -5.09420 2.79969 -0.52837
H -1.06519 2.26446 0.84535
```

Its spin multiplicity is 1. Its charge is +2. For the LUMO energy, the calculation gives -0.2526 hartree. The gap between HOMO and LUMO is 7.25 eV. For the strongest force on any atom, the calculation gives 0.93 eV/Å. The electronic energy is -99673.309 eV. The HOMO energy comes out at -14.13 eV. The relative energy (zero: lowest compared OMol25 entry of this formula, charge and spin) is 0.00 kcal/mol.

No. 4
This record from OMol25 describes a cluster of 2 separate species, C3H7NO in total in a non-equilibrium geometry. The level of theory is wB97M-V/def2-TZVPD.

```
12
Properties=species:S:1:pos:R:3
C -0.60630 -3.70265 4.20286
N -0.34917 -2.46711 4.25535
H -0.97826 -4.20351 5.09433
H -0.35530 -4.28360 3.30981
H -0.21732 -2.07704 3.32163
O -0.03747 0.68101 -2.29176
C 0.24677 1.94471 -2.17021
C 0.54471 2.75628 -3.39752
H 0.06900 2.45228 -1.21264
H 1.49785 2.49344 -3.87088
H 0.47905 3.81709 -3.13922
H -0.29356 2.58910 -4.10174
```

Its spin multiplicity is 2. Its charge is -1. For the LUMO energy (spin up / spin down), the calculation gives 0.1086 / 0.1084 hartree. The gap between HOMO and LUMO (spin up / spin down) is 2.22 / 5.55 eV. For the strongest force on any atom, the calculation gives 1.24 eV/Å. The electronic energy is -6759.393 eV. Its expectation value of S² is 0.75. The HOMO energy (spin up / spin down) comes out at 0.73 / -2.60 eV. The relative energy (zero: lowest compared OMol25 entry of this formula, charge and spin) is 33.38 kcal/mol.

No. 5
This record from OMol25 describes the ion C11H15N2 with charge +1 in a non-equilibrium geometry. The level of theory is wB97M-V/def2-TZVPD.

```
28
Properties=species:S:1:pos:R:3
C 3.07527 -0.78948 0.43973
C 2.51740 -1.91645 -0.09472
C 2.29892 0.33595 0.66077
C 1.19983 -1.96897 -0.33753
C 0.94729 0.32887 0.24580
C 0.28133 -0.92610 -0.04775
C -1.91546 -0.16013 0.74302
C 0.35097 1.63038 -0.00853
C -0.65842 1.85798 -1.09935
C 0.81500 2.87701 0.53735
C -1.76712 -2.29015 -0.49903
N -1.12725 -1.06223 -0.00989
N -3.15557 -0.07966 0.83048
H 4.02575 -0.92767 0.90566
H 3.21446 -2.78545 -0.22998
H 2.75383 1.21074 0.83555
H 0.80160 -2.93756 -0.81846
H -1.30696 1.05961 -1.40590
H -0.15429 2.06715 -2.13158
H -1.40253 2.64055 -0.87986
H 1.65167 2.81892 1.24453
H -0.16884 3.30418 1.02955
H 1.04717 3.52204 -0.28892
H -0.96582 -2.91704 -0.91130
H -2.55320 -1.88331 -1.20267
H -2.15674 -2.82338 0.46397
H -3.59231 0.50645 1.51974
H -4.05600 -0.69226 0.50932
```

Its spin multiplicity is 1. Its charge is +1. For the LUMO energy (spin up / spin down), the calculation gives -0.1833 / -0.1833 hartree. The gap between HOMO and LUMO (spin up / spin down) is 6.65 / 6.65 eV. For the strongest force on any atom, the calculation gives 7.08 eV/Å. The electronic energy is -14619.907 eV. The HOMO energy (spin up / spin down) comes out at -11.64 / -11.64 eV. The relative energy (zero: lowest compared OMol25 entry of this formula, charge and spin) is 88.39 kcal/mol.

No. 6
This record from OMol25 describes the ion C3H10N2 with charge +1 in a non-equilibrium geometry. The level of theory is wB97M-V/def2-TZVPD.

```
15
Properties=species:S:1:pos:R:3
N -0.80038 0.49414 -1.22377
C -0.50759 -0.03347 0.08989
C -1.03436 0.92085 1.18590
C 0.99110 -0.31756 0.12481
N 1.50544 -1.20369 -0.97684
H -0.45067 -0.10547 -1.98252
H -1.04028 1.47014 -1.22920
H -1.05282 -0.98728 0.18469
H -0.74663 0.54091 2.15980
H -2.12025 0.95099 1.14187
H -0.59360 1.89117 0.95025
H 1.52893 0.63177 -0.00474
H 1.28649 -0.61546 1.13164
H 0.77952 -1.92455 -1.03727
H 2.25509 -1.71248 -0.51452
```

Its spin multiplicity is 2. Its charge is +1. For the LUMO energy (spin up / spin down), the calculation gives -0.1215 / -0.3089 hartree. The gap between HOMO and LUMO (spin up / spin down) is 11.42 / 6.30 eV. For the strongest force on any atom, the calculation gives 2.41 eV/Å. The electronic energy is -6244.309 eV. Its expectation value of S² is 0.75. The HOMO energy (spin up / spin down) comes out at -14.73 / -14.71 eV. The relative energy (zero: lowest compared OMol25 entry of this formula, charge and spin) is 12.01 kcal/mol.

- The highest charge belongs to which entry?
  C14H19BrNO6Y

What did the third record say?
This record from OMol25 describes a structure of composition C14H19BrNO6Y. The level of theory is wB97M-V/def2-TZVPD.

```
42
Properties=species:S:1:pos:R:3
Y -0.52177 -0.90584 0.51340
C 0.36272 -3.84385 -0.23678
C 1.59340 -3.30945 0.49012
O 1.19606 -2.22526 1.36472
C 2.29867 -1.50645 1.97322
C 1.81635 -0.10270 2.32005
O 1.11270 0.51376 1.21637
C 1.83679 1.18874 0.15488
C 1.98517 0.29031 -1.07340
O 0.73558 -0.40229 -1.30284
C 0.78154 -1.39390 -2.36124
C -0.37067 -2.36836 -2.14798
O -0.46633 -2.77833 -0.76174
H -0.28234 -4.40603 0.43791
H 0.67703 -4.50632 -1.04414
H 2.33708 -2.92536 -0.21429
H 2.04958 -4.11118 1.07369
H 3.13162 -1.47835 1.26673
H 2.62256 -2.02565 2.87656
H 2.65129 0.52325 2.63660
H 1.09097 -0.12392 3.13754
H 2.82575 1.48348 0.50721
H 1.26200 2.08809 -0.06829
H 2.76986 -0.45888 -0.93253
H 2.23356 0.89970 -1.94395
H 1.74825 -1.90199 -2.31927
H 0.68509 -0.89930 -3.32881
H -0.24672 -3.23986 -2.79137
H -1.33517 -1.90620 -2.36817
Br -0.13308 5.04573 1.13248
C -1.77084 4.26488 0.60828
C -2.86937 5.05177 0.26532
N -4.01006 4.51061 -0.12279
C -4.14204 3.19817 -0.20123
C -3.09442 2.33808 0.12864
C -1.89459 2.89263 0.55058
C -3.26767 0.85873 -0.00563
O -4.28049 0.30981 -0.32299
O -2.14149 0.16418 0.27799
H -2.81718 6.13343 0.29818
H -5.09420 2.79969 -0.52837
H -1.06519 2.26446 0.84535
```

Its spin multiplicity is 1. Its charge is +2. For the LUMO energy, the calculation gives -0.2526 hartree. The gap between HOMO and LUMO is 7.25 eV. For the strongest force on any atom, the calculation gives 0.93 eV/Å. The electronic energy is -99673.309 eV. The HOMO energy comes out at -14.13 eV. The relative energy (zero: lowest compared OMol25 entry of this formula, charge and spin) is 0.00 kcal/mol.